Run P
Density functional theory data (the ωB97M-V functional and the def2-TZVPD basis) for 2 unconnected molecules or ions with the total composition CH7N4.

Geometry as XYZ:
```
12
Properties=species:S:1:pos:R:3
C -0.2279 1.0198 0.8595
N 0.1725 2.2266 0.8694
N -0.4636 -0.9629 -1.5271
N 0.5828 -0.9348 -0.7757
N 0.7008 -1.7610 0.1666
H -0.8799 0.9118 1.6913
H -0.2047 3.0265 1.4973
H -0.3634 -0.5036 -2.4569
H -1.2007 -1.7551 -1.7044
H -0.1694 -2.4415 0.2969
H 1.3828 -1.5311 0.8587
H 0.6705 2.7051 0.2244
```

Properties
Lowest unoccupied orbital energy = -0.1681 Ha
Charge = +1
HOMO energy = -0.450 Ha
HOMO-LUMO gap = 7.7 eV

Atom charges from the Löwdin analysis, given in e for atoms 1 to 5:
1 C -0.050
2 N 0.012
3 N 0.087
4 N -0.078
5 N 0.121

***

Run Q
Density functional theory data (the ωB97M-V functional and the def2-TZVPD basis) for a gas-phase ion, CH7N4 (charge +1).

Geometry as XYZ:
```
12
Properties=species:S:1:pos:R:3
C 0.9454 0.1630 -0.5983
N 1.1251 -0.8619 -1.2834
N -1.1319 -1.1900 0.0027
N -0.3419 0.2786 -0.0462
N -0.4668 1.0200 1.1883
H 1.6786 0.9298 -0.3793
H 1.8827 -0.9326 -1.9759
H -1.5975 -1.2090 -0.8618
H -0.3629 -1.9486 -0.0561
H -1.4609 0.7122 1.4713
H 0.2853 1.0370 1.7982
H -0.5552 2.0016 0.7406
```

Properties
Lowest unoccupied orbital energy = -0.1474 Ha
Charge = +1
HOMO energy = -0.538 Ha
HOMO-LUMO gap = 10.6 eV

Atom charges from the Löwdin analysis, given in e for atoms 1 to 5:
1 C -0.275
2 N 0.116
3 N 0.131
4 N -0.136
5 N 0.210

***

Run R
Density functional theory data (the ωB97M-V functional and the def2-TZVPD basis) for 2 unconnected molecules or ions with the total composition CH7N4.

Geometry as XYZ:
```
12
Properties=species:S:1:pos:R:3
C -0.3953 1.4283 -0.3622
N 1.0201 0.0199 0.3766
N 0.1679 0.2779 -0.3985
N 2.1756 -0.5868 0.1690
N -1.5932 -1.2346 0.1540
H 0.2720 2.3049 0.0691
H -1.3123 1.5805 -0.9898
H 2.8002 -0.6846 0.9761
H 2.5262 -0.6821 -0.8044
H -2.0058 -1.5745 -0.7881
H -2.1951 -0.4892 0.4410
H -1.2191 -1.7848 0.9009
```

Properties
Lowest unoccupied orbital energy = -0.2264 Ha
Charge = +1
HOMO energy = -0.490 Ha
HOMO-LUMO gap = 7.2 eV

Atom charges from the Löwdin analysis, given in e for atoms 1 to 5:
1 C 0.120
2 N -0.019
3 N -0.037
4 N 0.185
5 N 0.024

***

Q: Which of them is the least stable? A: run P.

***

Run P
Density functional theory data (the ωB97M-V functional and the def2-TZVPD basis) for a molecular structure, C37H47N3O6S2SiTi.

Geometry as XYZ:
```
97
Properties=species:S:1:pos:R:3
Ti -1.5168 0.0698 0.2474
C 0.9022 -5.0580 -0.8447
O 0.1833 -3.9135 -0.4394
C -0.0634 -3.7684 0.8888
C 0.3065 -4.6654 1.8698
C -0.0268 -4.4378 3.2092
C -0.7568 -3.3310 3.5639
C -1.1345 -2.3944 2.5865
C -2.0666 -1.3536 2.9330
N -2.4333 -0.4387 2.1089
N -3.5086 0.3431 2.4899
C -3.9183 0.9493 1.4173
O -3.3314 0.7539 0.2691
C -5.0605 1.8811 1.4481
C -5.6362 2.2500 2.6616
C -6.7050 3.1270 2.6774
C -7.2043 3.6371 1.4864
C -6.6291 3.2733 0.2792
C -5.5558 2.3991 0.2572
C -0.7542 -2.5863 1.2485
O -1.0775 -1.7258 0.3071
H 1.8899 -5.0894 -0.3758
H 1.0178 -4.9699 -1.9226
H 0.3548 -5.9752 -0.6067
H 0.8582 -5.5572 1.6081
H 0.2763 -5.1544 3.9571
H -1.0559 -3.1698 4.5899
H -2.5600 -1.3933 3.9024
H -5.2366 1.8466 3.5809
H -7.1482 3.4164 3.6198
H -8.0400 4.3230 1.5022
H -7.0132 3.6755 -0.6474
H -5.0856 2.1191 -0.6747
C 3.0731 -1.7442 -1.4554
C 1.9735 -0.7888 -1.9032
C 2.5454 0.3675 -2.7116
C 0.9431 -1.5510 -2.7297
O 1.2754 -0.2834 -0.7425
Si 1.8097 0.6548 0.4994
S 0.1801 0.7189 1.8462
O 3.1197 -0.0156 1.2056
C 3.4732 -0.7441 2.3916
C 4.9584 -1.0521 2.2470
C 3.2348 0.1213 3.6250
C 2.6722 -2.0409 2.4677
O 2.2918 2.0604 -0.1567
C 2.9441 3.2210 0.3657
C 2.3589 3.5944 1.7238
C 4.4385 2.9453 0.4701
C 2.6685 4.3280 -0.6478
H 3.5674 -2.1735 -2.3284
H 2.6390 -2.5525 -0.8685
H 3.8172 -1.2320 -0.8511
H 2.9176 -0.0005 -3.6698
H 3.3629 0.8545 -2.1860
H 1.7700 1.1100 -2.8958
H 1.4417 -2.1079 -3.5257
H 0.2389 -0.8641 -3.1948
H 0.4024 -2.2495 -2.0923
H 5.5260 -0.1289 2.1344
H 5.1337 -1.6735 1.3694
H 5.3273 -1.5816 3.1242
H 3.8347 1.0295 3.5695
H 3.5222 -0.4200 4.5270
H 2.1849 0.3959 3.7131
H 2.8156 -2.6142 1.5526
H 1.6121 -1.8313 2.5824
H 2.9969 -2.6523 3.3115
H 2.5663 2.8222 2.4639
H 1.2795 3.7110 1.6478
H 2.7937 4.5287 2.0807
H 4.6277 2.1082 1.1381
H 4.9587 3.8236 0.8518
H 4.8485 2.7010 -0.5099
H 1.5953 4.4885 -0.7259
H 3.0488 4.0400 -1.6277
H 3.1450 5.2607 -0.3461
C -3.2350 -2.1871 -1.4467
C -2.6302 -1.1837 -2.3831
C -2.8083 -1.4174 -3.7692
C -2.3314 -0.5249 -4.6749
C -1.7076 0.6573 -4.2193
C -1.2329 1.6447 -5.1131
C -0.6560 2.7813 -4.6153
C -0.5451 2.9727 -3.2307
C -0.9944 2.0327 -2.3267
S -0.8470 2.2883 -0.6163
C -1.5670 0.8334 -2.8294
N -1.9827 -0.1255 -1.9330
H -4.0889 -2.6561 -1.9348
H -3.5777 -1.7271 -0.5199
H -2.5075 -2.9591 -1.1948
H -3.3301 -2.3114 -4.0777
H -2.4452 -0.6901 -5.7380
H -1.3387 1.4804 -6.1761
H -0.2850 3.5455 -5.2837
H -0.0938 3.8809 -2.8552
```

Properties
Lowest unoccupied orbital energy = -0.0143 Ha
Charge = 0
HOMO energy = -0.263 Ha
HOMO-LUMO gap = 6.8 eV

Atom charges from the Löwdin analysis, given in e for atoms 1 to 5:
1 Ti 0.763
2 C -0.075
3 O -0.095
4 C -0.206
5 C -0.013

***

Run Q
Density functional theory data (the ωB97M-V functional and the def2-TZVPD basis) for a molecular structure, C37H47N3O6S2SiTi.

Geometry as XYZ:
```
97
Properties=species:S:1:pos:R:3
Ti 0.1284 -1.0124 0.1877
C -4.7112 -3.0246 -1.3926
O -3.6102 -2.1745 -1.1393
C -2.8376 -1.8272 -2.1979
C -3.0865 -2.1650 -3.5226
C -2.2197 -1.7371 -4.5236
C -1.1058 -0.9754 -4.2180
C -0.8472 -0.6314 -2.8965
C 0.3556 0.1882 -2.4887
N 1.0477 -0.3983 -1.3667
N 2.0727 -1.2666 -1.7723
C 1.8674 -2.4167 -1.2221
O 0.7645 -2.6391 -0.5140
C 2.8755 -3.4947 -1.2748
C 4.0942 -3.2984 -1.9218
C 5.0480 -4.3010 -1.9143
C 4.7964 -5.5011 -1.2576
C 3.5855 -5.6958 -0.6108
C 2.6243 -4.6945 -0.6174
C -1.7115 -1.0562 -1.8999
O -1.4598 -0.7030 -0.6087
H -5.1629 -3.2252 -0.4252
H -4.3886 -3.9661 -1.8445
H -5.4456 -2.5415 -2.0434
H -3.9478 -2.7645 -3.7790
H -2.4216 -2.0124 -5.5503
H -0.4290 -0.6496 -4.9982
H 1.0489 0.2559 -3.3286
H 4.2783 -2.3556 -2.4194
H 5.9933 -4.1481 -2.4192
H 5.5472 -6.2811 -1.2501
H 3.3870 -6.6271 -0.0959
H 1.6820 -4.8265 -0.1020
C 0.1071 3.0593 2.8641
C -0.2830 1.6270 2.5262
C -1.7314 1.3627 2.8942
C 0.6307 0.7135 3.3188
O -0.1042 1.3049 1.0466
Si -0.7068 2.3364 -0.1493
S -0.1018 1.9355 -2.1690
O -2.2953 2.5967 -0.0175
C -3.6337 2.2311 -0.4111
C -4.4963 3.4281 -0.0274
C -3.6879 2.0142 -1.9156
C -4.0983 0.9952 0.3460
O 0.0012 3.7716 0.1179
C 0.0571 5.0498 -0.5385
C 0.0089 6.0911 0.5722
C 1.3789 5.1341 -1.2887
C -1.1238 5.2409 -1.4819
H 0.1674 3.1230 3.9521
H -0.6209 3.7875 2.5203
H 1.0805 3.3131 2.4482
H -1.8522 1.5078 3.9698
H -2.0071 0.3361 2.6550
H -2.3986 2.0482 2.3775
H 0.4664 0.9313 4.3756
H 1.6793 0.9089 3.0931
H 0.4012 -0.3319 3.1551
H -4.2193 4.3075 -0.6101
H -4.3695 3.6556 1.0320
H -5.5490 3.2083 -0.2122
H -3.2621 2.8721 -2.4379
H -4.7274 1.8967 -2.2280
H -3.1377 1.1251 -2.2168
H -4.2239 1.2123 1.4070
H -3.4009 0.1700 0.2283
H -5.0651 0.6767 -0.0499
H 0.8196 5.9217 1.2819
H -0.9406 6.0331 1.1069
H 0.1132 7.0954 0.1588
H 2.2106 5.0039 -0.5944
H 1.4770 6.1088 -1.7702
H 1.4404 4.3578 -2.0503
H -2.0628 5.1252 -0.9416
H -1.1009 4.5198 -2.3009
H -1.0907 6.2421 -1.9151
C 3.2280 0.6115 0.6033
C 3.1389 -0.7379 1.2500
C 4.3485 -1.3768 1.6235
C 4.3083 -2.5703 2.2636
C 3.0607 -3.1514 2.5990
C 2.9753 -4.3655 3.3102
C 1.7469 -4.8732 3.6274
C 0.5793 -4.1954 3.2421
C 0.6133 -3.0150 2.5295
S -0.8919 -2.2377 2.0544
C 1.8931 -2.4748 2.1984
N 1.9652 -1.2878 1.4915
H 3.6581 0.5205 -0.3951
H 2.2586 1.0898 0.5156
H 3.8871 1.2446 1.2020
H 5.2853 -0.8950 1.3786
H 5.2203 -3.0854 2.5416
H 3.8888 -4.8722 3.5951
H 1.6639 -5.8017 4.1776
H -0.3882 -4.6075 3.4986
```

Properties
Lowest unoccupied orbital energy = -0.0032 Ha
Charge = 0
HOMO energy = -0.273 Ha
HOMO-LUMO gap = 7.4 eV

Atom charges from the Löwdin analysis, given in e for atoms 1 to 5:
1 Ti 0.946
2 C -0.071
3 O -0.069
4 C -0.213
5 C -0.013

***

Q: Which of them is the least stable? A: run Q.